Entry from OMol25: a 9-piece molecular cluster, C7H28O9 overall at a distorted geometry (the ωB97M-V functional and the def2-TZVPD basis).

```
! wB97M-V def2-TZVPD RIJCOSX def2/J DEFGRID3
* xyz 0 1
C -3.0981 0.5096 -1.0301
O -3.0766 -0.9902 -0.9561
C -2.9633 1.0800 0.4057
C -1.5367 1.4946 0.8427
C -0.5655 0.3879 0.6882
C 0.6341 0.4842 0.1369
C 1.6408 -0.5595 -0.0032
C 2.9119 -0.2206 0.0428
H -4.0485 0.7228 -1.5037
H -2.1479 0.7718 -1.4732
H -2.1668 -1.2455 -1.1443
H -3.4432 0.4138 1.1387
H -3.6935 1.9022 0.2441
H -1.5334 1.8311 1.9001
H -1.2656 2.4212 0.2417
H -0.6426 -0.5394 1.2300
H 0.9285 1.5071 -0.2623
H 1.3914 -1.5449 -0.3360
H 3.2538 0.7510 0.3398
H 3.7609 -0.9128 -0.0946
H 2.0635 0.2390 3.3037
H 2.0991 -1.1895 3.6738
O 1.5430 -0.4250 3.8776
H 2.8106 1.7644 1.4027
H 1.3539 1.9117 2.0395
O 2.2913 1.7822 2.1989
H -0.0198 -1.1535 3.1503
H -0.9384 -2.4941 3.3461
O -0.6008 -1.8250 2.7487
H -0.0514 -3.8098 -1.1305
H 1.3231 -3.7745 -1.9512
O 0.4173 -3.4596 -1.9009
H 1.2082 0.9586 -2.4748
H 0.0580 2.0651 -2.6858
O 0.9829 1.8436 -2.8549
H -2.3402 -2.8911 0.0179
H -1.2028 -2.1865 0.5157
O -1.3952 -2.7848 -0.2223
H 1.5943 3.0922 -1.5826
H 0.8923 3.9677 -0.5945
O 1.6823 3.4136 -0.6594
H 0.6478 -1.5346 -2.8289
H 0.3528 -0.8876 -4.2934
O 0.8889 -0.8869 -3.5029
*
```

Values from the calculation:
SMILES   C=C/C=C/CCCO.O.O.O.O.O.O.O.O
E   -960.57970 a.u.
Strongest force on any atom   4.0 eV/Å

Löwdin population analysis, charges in e, atoms 1 to 5: atom 1 (C): -0.18, atom 2 (O): -0.12, atom 3 (C): -0.19, atom 4 (C): -0.18, atom 5 (C): -0.14

Entry from OMol25: C8H21NOSi2 as an isolated structure at a distorted geometry (the ωB97M-V functional and the def2-TZVPD basis).

```
! wB97M-V def2-TZVPD RIJCOSX def2/J DEFGRID3
* xyz 0 1
C -0.5900 2.2468 1.3346
C -0.7253 1.6996 -0.0922
C 0.7031 1.7547 2.0103
C 3.1331 0.5165 -0.2912
C 0.5949 -1.3722 2.7401
C 0.0035 -0.4120 -2.8991
C -2.9715 -0.5067 -1.5484
C -0.6533 -2.5374 -0.7552
N -0.7893 0.3199 0.0867
O 2.3572 -0.3392 0.5629
Si 1.1062 0.0076 1.5047
Si -1.1159 -0.7194 -1.3124
H -0.7710 3.4055 1.2227
H -1.5631 1.7958 1.7539
H -1.5291 2.0264 -0.6138
H 0.2264 1.9386 -0.7246
H 1.5743 2.4643 1.7184
H 0.7166 1.7366 3.1489
H 3.0676 -0.0442 -1.2533
H 4.0937 0.4358 0.2163
H 2.7015 1.5116 -0.0422
H -0.4823 -1.5742 2.9660
H 1.0966 -2.3578 2.5234
H 1.0430 -1.0994 3.6900
H -0.6829 0.1292 -3.4654
H 0.8017 0.2189 -2.4824
H 0.4102 -1.2882 -3.5060
H -3.7020 -1.2094 -1.1064
H -3.1274 0.5554 -1.1295
H -3.2434 -0.6002 -2.6396
H -0.7825 -2.5350 0.3831
H -1.3540 -3.3406 -1.1107
H 0.4535 -2.8272 -0.8896
*
```

Values from the calculation:
E   -1026.37320 a.u.
Strongest force on any atom   5.2 eV/Å

Löwdin population analysis, charges in e, atoms 1 to 5: atom 1 (C): -0.26, atom 2 (C): -0.45, atom 3 (C): -0.26, atom 4 (C): -0.07, atom 5 (C): -0.17

Entry from OMol25: an isolated ion of composition C4H11N2 and charge +1 at a distorted geometry (the ωB97M-V functional and the def2-TZVPD basis).

```
! wB97M-V def2-TZVPD RIJCOSX def2/J DEFGRID3
* xyz 1 1
C -0.7433 1.0120 1.1379
C 0.6630 0.9421 0.3825
C 0.5932 -0.1615 -0.6000
C 1.0039 -1.4278 -0.2382
N 1.4897 -2.3037 -1.1003
N -1.9794 0.7906 0.1770
H -0.9629 0.2590 1.9036
H -0.7672 1.9774 1.6817
H 1.5411 1.1270 1.0341
H 0.7342 1.9625 -0.1413
H 0.7303 -0.0214 -1.7741
H 0.9487 -1.5444 0.8412
H 2.4074 -2.7732 -1.0803
H 1.0507 -2.2519 -2.0173
H -1.6922 0.2933 -0.6156
H -2.2842 1.6648 -0.2856
H -2.7332 0.4553 0.6946
*
```

Values from the calculation:
SMILES   N/C=C/CC[NH3+]
E   -268.19560 a.u.
Strongest force on any atom   4.9 eV/Å

Löwdin population analysis, charges in e, atoms 1 to 5: atom 1 (C): -0.09, atom 2 (C): -0.20, atom 3 (C): -0.20, atom 4 (C): -0.23, atom 5 (N): 0.06

Entry from OMol25: a 2-piece molecular cluster, C3H6INO2 overall at a distorted geometry (the ωB97M-V functional and the def2-TZVPD basis).

```
! wB97M-V def2-TZVPD RIJCOSX def2/J DEFGRID3
* xyz 0 3
C 0.6829 -2.1222 2.4836
C -0.2865 0.6388 -0.2151
C 0.0535 -0.7436 -0.8184
N 1.7626 -1.8643 2.0162
O -0.4097 -2.3634 2.8204
O -1.6244 0.6934 0.1001
I 2.1364 -0.8837 -1.4810
H 0.4756 0.7617 0.6231
H 0.0586 1.3560 -0.9538
H -0.4662 -0.8937 -1.7336
H -0.1049 -1.6537 -0.2826
H 2.6504 -1.6727 2.3240
H -1.7912 -0.0634 0.6315
*
```

Values from the calculation:
E   -620.66112 a.u.
<S²>   2.006
Strongest force on any atom   3.8 eV/Å

Löwdin population analysis, charges in e, atoms 1 to 5: atom 1 (C): -0.39, atom 2 (C): -0.42, atom 3 (C): -0.66, atom 4 (N): 0.20, atom 5 (O): 0.16